# 1
C5H12N2O | ωB97M-V with the def2-TZVPD basis set

Its structure (SMILES) is C[C@@H](N)CNCC=O. Its relative energy (zero: lowest compared OMol25 entry of this formula, charge and spin) is 42.4 kcal per mole. The value obtained for the LUMO energy is 0.037 Ha.

```
20
Properties=species:S:1:pos:R:3:forces:R:3:mulliken_charge:R:1
C -0.274548 0.291712 -2.126751 0.201 0.588 0.547 -1.32
C 0.339395 -0.729064 -1.180582 0.463 -0.700 -1.220 0.41
N 1.505707 -1.410198 -1.760413 0.770 0.093 0.641 -0.58
C 0.830392 -0.090109 0.104701 -0.922 0.608 0.057 -0.93
N -0.203795 0.742080 0.736359 0.345 -0.161 0.525 -0.25
C -1.029215 0.080233 1.734807 -0.057 -0.215 -1.034 -0.42
C -1.207707 0.910855 2.965807 -0.095 0.027 0.253 0.02
O -0.442456 1.775370 3.302065 -0.011 0.107 -0.071 -0.48
H -1.192808 0.707991 -1.713902 -0.194 -0.196 -0.180 0.33
H -0.411719 -0.123615 -3.118717 -0.195 -0.064 -0.104 0.39
H 0.400803 1.152117 -2.193504 0.086 -0.085 -0.204 0.26
H -0.375019 -1.538643 -1.009695 -0.221 0.163 0.376 0.18
H 1.420612 -1.896104 -2.640062 -0.454 0.220 -0.009 0.22
H 2.325154 -0.808471 -1.787384 -0.246 -0.106 -0.137 0.21
H 1.617852 0.613962 -0.170564 0.308 -0.229 0.012 0.51
H 1.208105 -0.865510 0.771585 0.245 -0.018 0.106 0.30
H 0.225851 1.546155 1.181989 0.013 -0.135 -0.031 0.24
H -2.011367 -0.149537 1.301783 -0.085 0.020 0.250 0.28
H -0.617853 -0.901618 2.033048 0.011 0.177 0.149 0.28
H -2.107385 0.692394 3.569430 0.038 -0.094 0.074 0.33
```
Forces are in eV/Å.

=====

# 2
C4H14O4 | ωB97M-V with the def2-TZVPD basis set

Its total charge is +1. Its relative energy (zero: lowest compared OMol25 entry of this formula, charge and spin) is 59.3 kcal per mole. The spin multiplicity is 2. The expectation value of S² is 0.759. The value obtained for the LUMO energy (alpha / beta) is -0.229 / -0.362 Ha.

```
22
Properties=species:S:1:pos:R:3:forces:R:3:lowdin_spin:R:1
O 1.426256 0.078327 0.532490 -1.418 1.541 1.625 0.53
C 0.452222 0.564221 1.095912 1.042 -2.031 -3.811 0.11
C -0.356842 1.604053 0.204641 0.942 2.647 2.472 0.11
C 0.576745 2.528932 -0.615983 1.501 -1.032 0.948 0.02
C -0.408768 3.511100 -1.263253 0.820 0.843 0.043 0.03
H 0.010191 -0.079361 1.872331 -0.192 0.544 0.811 0.05
H -0.964341 1.064166 -0.479107 -0.701 -1.136 -0.218 0.00
H -0.972291 2.228225 0.930375 0.489 -1.045 -0.829 0.01
H 1.314869 3.140679 0.031774 -1.130 -1.276 -0.851 0.00
H 1.225474 1.766537 -1.276556 -1.428 2.202 0.857 0.00
H 0.242647 4.382678 -1.576469 -1.080 -1.034 -0.609 0.01
H -1.114962 4.014634 -0.540697 0.666 -0.882 -0.398 0.01
H -0.997348 2.948291 -2.007872 0.301 0.929 -0.122 0.00
H 0.552083 -4.866775 1.156368 -1.210 1.107 -0.921 0.00
H -0.426094 -3.722080 0.377790 1.505 -1.560 0.737 0.00
O 0.090457 -4.576615 0.325972 -0.174 0.393 0.164 0.01
H -2.176745 -2.930108 -0.030207 -0.159 1.264 -0.492 0.00
H -2.194164 -2.385824 -1.411778 -0.227 -0.349 -1.874 0.00
O -2.073172 -2.082737 -0.538177 0.342 -0.894 2.441 0.00
H 1.686010 -1.540230 1.085578 0.926 -2.763 -0.183 0.00
H 2.270485 -3.151639 0.734935 -1.142 2.293 1.037 0.00
O 1.837294 -2.496471 1.391929 0.330 0.238 -0.826 0.11
```
Forces are in eV/Å.

=====

# 3
C19H36AsMnNO6P2 | ωB97M-V with the def2-TZVPD basis set

Its relative energy (zero: lowest compared OMol25 entry of this formula, charge and spin) is 21.2 kcal per mole. The spin multiplicity is 6. The expectation value of S² is 8.758. The value obtained for the LUMO energy (alpha / beta) is -0.011 / -0.013 Ha.

```
66
Properties=species:S:1:pos:R:3:forces:R:3:lowdin_spin:R:1
Mn 0.534145 0.277643 -0.229667 1.092 0.369 -0.583 4.54
O 2.018426 -3.096943 2.704573 0.054 0.128 0.679 0.00
C 1.453968 -2.177421 1.911533 0.685 -0.984 -1.094 0.00
O 1.372552 -2.365992 0.723213 -0.239 0.241 -0.068 0.02
C 0.955943 -0.991036 2.595857 -0.849 2.086 0.721 0.02
C 1.036576 -0.757974 3.971577 0.484 -0.897 -0.615 0.00
C 0.351009 0.303632 4.516182 -0.487 0.688 0.022 0.01
C -0.476668 1.077806 3.707120 0.262 -0.218 0.412 0.00
C -0.466466 0.833245 2.348329 0.130 -0.179 -0.508 0.01
N 0.309195 -0.107787 1.800308 -0.132 -1.253 1.802 0.04
C -1.428830 1.467385 1.332178 -0.310 -0.091 -0.687 0.01
O -2.303697 2.223235 1.719997 0.182 0.038 0.378 0.01
O -1.245679 1.011071 0.151068 -1.595 0.698 0.586 0.06
H 2.318305 -3.811382 2.125915 -0.022 -0.018 -0.056 0.00
H 1.635414 -1.424127 4.578425 -0.109 -0.011 0.055 0.00
H 0.412456 0.519264 5.574557 0.024 -0.101 0.031 0.00
H -1.125274 1.841243 4.112648 -0.007 0.042 -0.097 0.00
C -1.158792 0.646978 -3.295049 0.075 -0.037 0.166 0.01
P -0.017720 -0.494521 -2.429897 -0.761 -0.832 -1.396 0.06
C 1.313891 -0.683844 -3.679427 -0.036 0.049 0.263 0.01
C -0.890117 -2.119346 -2.697664 -0.075 0.117 0.168 0.01
C -2.271843 -2.292162 -2.039286 0.319 0.181 0.102 0.00
P -2.229614 -2.305479 -0.178190 0.022 0.005 0.054 0.01
C -3.986805 -1.864669 0.155777 0.195 -0.016 0.006 0.00
C -2.339605 -4.129061 0.107768 0.062 0.231 0.066 0.00
H -2.014896 0.841125 -2.649226 -0.013 0.030 -0.014 0.00
H -1.486766 0.233514 -4.250680 0.000 0.014 -0.008 0.00
H -0.649756 1.596938 -3.458275 -0.013 0.021 0.015 0.00
H 0.924957 -1.079340 -4.618776 -0.018 0.015 0.000 0.00
H 2.079262 -1.354136 -3.287186 0.026 0.015 -0.035 0.00
H 1.767419 0.291184 -3.860013 0.049 -0.018 0.021 0.00
H -0.211544 -2.896449 -2.331494 0.034 -0.008 -0.095 0.00
H -0.991325 -2.230808 -3.781462 0.059 -0.118 -0.005 0.00
H -2.708631 -3.239274 -2.366356 -0.074 0.056 -0.116 0.00
H -2.941526 -1.489905 -2.356484 -0.019 0.006 0.004 0.00
H -4.673217 -2.453683 -0.456470 -0.044 0.027 0.009 0.00
H -4.128151 -0.801466 -0.037421 -0.029 0.015 -0.011 0.00
H -4.201248 -2.043537 1.211020 -0.025 -0.001 -0.036 0.00
H -3.219132 -4.568467 -0.367117 0.023 -0.042 -0.036 0.00
H -2.392033 -4.300234 1.185152 0.003 -0.074 -0.048 0.00
H -1.433657 -4.607608 -0.267064 -0.025 -0.051 0.003 0.00
C 3.280235 2.707434 1.312142 -0.182 0.022 -0.208 0.00
As 2.335737 3.166378 -0.322944 0.715 0.554 -0.153 0.01
C 3.260467 2.931298 -2.019014 -0.150 0.006 0.256 0.00
C 2.173927 5.102207 -0.160656 0.030 -0.199 -0.020 0.00
O 0.821685 2.547278 -0.414113 -0.602 -0.417 0.084 0.04
H 4.359551 2.812351 1.217841 -0.006 -0.006 -0.066 0.00
H 3.014065 1.682934 1.550697 0.055 -0.008 -0.048 0.00
H 2.910098 3.384273 2.082645 0.024 0.036 -0.033 0.00
H 4.322543 3.165154 -1.981643 -0.007 0.016 0.070 0.00
H 2.761462 3.597756 -2.722289 -0.006 0.062 0.044 0.00
H 3.104070 1.897961 -2.313680 0.018 0.044 0.063 0.00
H 3.153398 5.570166 -0.056593 0.005 -0.020 -0.006 0.00
H 1.568746 5.321442 0.717820 0.013 -0.038 0.015 0.00
H 1.666848 5.502241 -1.036716 0.014 -0.055 -0.031 0.00
C 4.623910 -0.046345 -1.456373 -0.051 -0.266 0.086 0.00
C 3.580807 -0.524335 -0.440891 -0.180 0.151 -0.171 0.01
C 4.278653 -0.614739 0.927070 -0.104 -0.099 -0.297 0.00
O 2.472539 0.322865 -0.434824 1.311 0.128 0.087 0.09
H 5.537031 -0.641584 -1.372944 0.019 0.013 -0.080 0.00
H 4.869967 0.997534 -1.250183 0.080 -0.086 -0.004 0.00
H 4.248654 -0.129177 -2.477784 0.008 0.067 -0.029 0.00
H 3.253667 -1.535626 -0.737250 0.160 -0.052 0.101 0.00
H 4.892897 0.272155 1.096937 0.012 -0.011 0.057 0.00
H 4.921704 -1.497091 0.975496 0.053 0.046 0.017 0.00
H 3.549215 -0.678740 1.726259 -0.129 -0.013 0.211 0.00
```
Forces are in eV/Å.

=====

# 4
C3H10N2O | ωB97M-V with the def2-TZVPD basis set

Its total charge is -1. Its relative energy (zero: lowest compared OMol25 entry of this formula, charge and spin) is 31.5 kcal per mole. The spin multiplicity is 2. The expectation value of S² is 0.751. The value obtained for the LUMO energy (alpha / beta) is 0.157 / 0.155 Ha.

```
16
Properties=species:S:1:pos:R:3:forces:R:3:lowdin_spin:R:1
C 0.263623 -1.963804 -0.447689 -0.793 2.310 -2.755 0.24
C -0.289853 -0.604616 -0.001604 -1.270 0.833 0.545 0.10
C -0.995050 0.333574 -0.770562 2.275 -1.997 0.231 0.18
N -1.251177 1.645552 -0.323052 -1.138 -0.295 -1.654 0.04
N -0.152785 -0.372903 1.497701 -0.564 0.313 -2.219 0.07
H 0.858591 -2.449464 0.282528 0.568 -0.368 0.440 0.04
H 0.803800 -1.722317 -1.416718 0.182 -0.568 1.212 0.03
H -0.517635 -2.593833 -0.859102 -0.464 -0.496 0.456 0.04
H -1.204955 0.125567 -1.915310 0.560 0.430 2.646 0.05
H -1.071090 1.933780 0.627402 0.274 0.015 -0.512 0.01
H -1.294444 2.305008 -1.119248 0.159 -0.290 1.461 0.03
H 0.331100 -1.183165 1.941747 -1.047 0.849 -0.275 0.05
H -1.120647 -0.148484 1.825971 1.183 -0.734 0.307 0.05
H 1.250644 1.227478 0.547647 0.021 0.037 0.194 0.01
H 2.451831 1.561948 -0.300982 0.146 -0.087 -0.257 0.03
O 1.938046 1.905679 0.431271 -0.092 0.048 0.178 0.05
```
Forces are in eV/Å.

=====

# 5
C5H13NOS2 | ωB97M-V with the def2-TZVPD basis set

Its relative energy (zero: lowest compared OMol25 entry of this formula, charge and spin) is 138.8 kcal per mole. The value obtained for the LUMO energy (alpha / beta) is 0.015 / 0.024 Ha.

```
22
Properties=species:S:1:pos:R:3:forces:R:3:mulliken_charge:R:1
C -2.267518 -1.159236 1.274270 0.833 1.813 0.395 -1.14
C 2.433417 1.310174 -1.326523 -2.570 1.093 -0.948 -1.02
C -1.185980 -1.139626 0.173042 1.133 -2.818 0.445 -0.29
C 2.051020 0.464407 -0.070318 -1.798 2.075 -1.404 -0.18
C -1.039941 1.992877 0.078146 0.316 -0.091 -0.082 -0.22
N -0.099423 -0.271009 0.504046 0.991 0.945 -0.377 -0.29
O 0.925236 -0.386364 -0.453621 -0.257 -0.104 0.767 -0.19
S -2.174203 1.750907 -1.220911 -1.456 0.135 1.233 -0.17
S -1.630336 2.175502 1.706221 -0.948 -0.129 -0.102 -0.13
H -2.607039 -2.168247 1.490641 0.101 0.165 0.314 0.32
H -1.978228 -0.500340 2.167463 0.223 -1.842 -0.897 0.32
H -3.080036 -0.565222 0.936000 -1.281 0.126 -0.630 0.25
H 1.751750 2.233166 -1.610262 1.472 -1.526 1.120 0.17
H 3.474506 1.521233 -1.457146 0.653 0.642 0.679 0.40
H 2.271577 0.703318 -2.211466 -0.281 -0.636 -0.038 0.30
H -0.762373 -2.200508 0.183842 -0.002 1.016 0.073 0.40
H -1.526632 -1.127517 -0.864053 -0.384 0.805 -0.037 0.39
H 1.683503 1.050567 0.804881 0.687 -0.410 -0.632 0.30
H 2.962969 -0.037812 0.083809 0.624 -1.491 0.954 0.32
H -0.209174 2.676922 -0.133097 -0.145 -0.503 0.159 0.30
H -1.383639 1.672413 -2.238951 1.212 -0.091 -0.943 0.11
H -2.709547 1.309710 1.633281 0.876 0.826 -0.049 0.07
```
Forces are in eV/Å.

=====

# 6
C3H3BNO3S2 | ωB97M-V with the def2-TZVPD basis set

Its total charge is -1. Its relative energy (zero: lowest compared OMol25 entry of this formula, charge and spin) is 0.0 kcal per mole. The value obtained for the LUMO energy is 0.108 Ha.

```
13
Properties=species:S:1:pos:R:3:forces:R:3:mulliken_charge:R:1
B 0.566623 -0.287598 0.364873 -0.867 1.260 -0.696 0.51
C -0.825082 -0.347559 -0.308369 -1.774 0.810 -1.982 0.29
C -1.727943 -1.410415 -0.425915 -0.495 -0.127 -0.348 0.05
C -1.435708 0.705321 -1.172391 0.888 -0.137 1.318 -0.22
N -2.520842 0.190413 -1.746909 -1.024 -1.989 0.626 0.12
O -2.886227 -1.077600 -1.209706 2.543 0.659 0.464 -0.35
O 1.015060 1.000953 0.639291 -0.192 -0.390 0.447 -0.55
O 1.312779 -1.407717 0.538779 -2.400 -0.480 -2.883 -0.48
S -1.703066 -2.956526 0.127827 -0.115 -0.988 0.535 -0.50
S -1.009933 2.309254 -1.373858 0.065 0.424 -0.531 -0.48
H -3.256375 0.421715 -2.377833 0.239 1.218 -0.185 0.15
H 1.749358 1.080310 1.246267 0.361 -0.144 -0.062 0.23
H 1.853332 -1.461203 1.248194 2.772 -0.115 3.297 0.23
```
Forces are in eV/Å.